9
Properties=species:S:1:pos:R:3 method="wB97M-V/def2-TZVPD" e_above_lowest_kj_mol=244.6 gap_ha=0.425 smiles=N#[N+][O-].CO
N -2.39674 -0.65356 0.62684
N -2.97716 0.22904 0.28411
O -3.65738 1.00301 -0.18114
C 1.85919 -0.08416 -0.12006
O 0.46883 0.22875 -0.27838
H 2.16361 1.00641 0.22830
H 2.43473 -0.32388 -1.05068
H 2.03306 -0.76774 0.74210
H 0.07185 -0.63787 -0.25108

164
Properties=species:S:1:pos:R:3 method="wB97M-V/def2-TZVPD" gap_ha=0.308
C 0.21886 3.20926 -0.47043
O -0.91291 3.57401 -1.23892
C -1.26251 2.61767 -2.24195
C -2.62266 1.93947 -1.85287
C -2.57085 0.38817 -1.66622
C -1.28478 -0.15794 -0.94726
C -0.54986 -1.27414 -1.80803
C 1.01518 -1.19952 -1.67622
O 1.30606 0.08009 -2.17576
C 2.69853 0.20000 -2.54074
C 3.07886 1.72529 -2.55055
N 3.98398 2.13684 -1.47729
C 3.62814 1.54723 -0.17557
C 4.29513 2.43753 0.94466
C 4.26133 3.96428 0.60074
O 3.74045 2.17464 2.23499
C 1.45009 -1.37092 -0.18371
O 1.52088 -2.82708 -0.02599
S 2.05109 -3.41433 -1.46312
O 3.52466 -3.38671 -1.65280
O 1.47468 -4.72879 -1.80638
O 1.54236 -2.24087 -2.53624
H 0.76993 2.32221 -0.84299
H -0.04616 2.99949 0.59634
H 0.94300 4.05909 -0.44921
H -0.47125 1.87613 -2.47915
H -1.42753 3.20195 -3.18098
H -3.08443 2.47351 -0.99509
H -3.31839 2.12472 -2.70818
H -2.73315 -0.17692 -2.61443
H -3.43851 0.11779 -1.01580
H -1.62196 -0.69390 -0.02539
H -0.58924 0.62949 -0.59327
H -0.92150 -2.26541 -1.45623
H -0.84662 -1.13153 -2.87020
H 3.38281 -0.43898 -1.94450
H 2.77638 -0.16254 -3.59613
H 2.14434 2.31860 -2.61637
H 3.62277 1.90734 -3.50894
H 4.95522 1.97771 -1.71234
H 4.14069 0.54803 -0.11559
H 2.53932 1.41325 -0.02654
H 5.37946 2.15582 1.00526
H 5.18917 4.20873 0.04694
H 4.16559 4.58395 1.52137
H 3.39925 4.22771 -0.04981
H 3.58300 1.23160 2.32344
H 2.50389 -1.03112 -0.05616
H 0.75634 -0.98202 0.58410
C 8.17478 5.98169 0.69523
Br 7.68538 7.24575 2.07591
Br 7.91945 4.15478 1.27395
Br 7.25105 6.34327 -0.96716
H 9.23359 6.10982 0.50572
C -1.11663 -7.28240 -1.40845
Br -1.61675 -6.03659 -0.01527
Br -1.20696 -9.11366 -0.79071
Br -2.16296 -7.01288 -3.01517
H -0.08261 -7.07791 -1.66278
C 1.84206 -4.57760 3.17063
Br 2.73050 -2.85871 3.19914
Br 3.02551 -5.95584 2.51105
Br 1.07771 -5.02707 4.89100
H 1.02120 -4.50057 2.46703
C -4.91151 2.66793 2.11727
Br -4.35984 4.11576 0.96093
Br -6.26565 1.56511 1.28643
Br -3.40541 1.61507 2.72565
H -5.36104 3.11717 2.99567
C -10.16545 2.41769 1.67040
Br -10.48983 2.44218 -0.23793
Br -9.58613 4.14400 2.32479
Br -11.69802 1.75573 2.64813
H -9.35220 1.72279 1.84449
C 6.47351 0.76712 4.58641
Br 6.68235 2.68219 4.42806
Br 4.61423 0.23201 4.65300
Br 7.43054 -0.16682 3.18916
H 6.92098 0.47428 5.53151
C -2.11730 -11.98856 2.24728
Br -1.00050 -12.11044 0.67211
Br -1.87077 -10.30602 3.16994
Br -3.97680 -12.30022 1.82003
H -1.80394 -12.77329 2.92488
C 4.49225 5.61108 6.38910
Br 5.75197 6.39235 5.13988
Br 2.97983 4.82320 5.47576
Br 5.34151 4.35001 7.58579
H 4.11090 6.42067 7.00064
C 6.23292 -2.26402 -0.35822
Br 6.56131 -0.81899 -1.60547
Br 7.80420 -2.68519 0.69196
Br 4.69859 -1.90642 0.76779
H 5.99808 -3.14546 -0.94671
C 6.71674 -6.13644 0.22513
Br 7.63708 -7.30872 1.45898
Br 7.73481 -5.85221 -1.39523
Br 4.92387 -6.75826 -0.15511
H 6.62235 -5.17299 0.71360
C 2.86501 8.85942 4.45516
Br 2.67504 8.88628 2.53044
Br 3.58133 10.52555 5.13057
Br 1.20782 8.38164 5.33355
H 3.58555 8.08492 4.69111
C 9.35544 4.61746 -4.01640
Br 10.22153 3.50649 -2.69018
Br 10.42098 4.78700 -5.62320
Br 7.56397 4.00128 -4.40892
H 9.26322 5.60896 -3.58850
C 7.71442 -1.58676 8.55169
Br 6.27932 -2.80058 9.00825
Br 7.82062 -1.29163 6.64167
Br 7.58720 0.08065 9.52573
H 8.64057 -2.06089 8.85113
C -8.84389 2.23665 -3.70761
Br -8.27980 3.68430 -4.86106
Br -10.19945 1.13333 -4.54106
Br -7.33958 1.18333 -3.09677
H -9.29517 2.68863 -2.82991
C -12.93131 -2.40721 -4.38336
Br -12.83980 -0.96724 -5.67365
Br -11.26372 -2.62018 -3.42623
Br -14.42549 -2.18851 -3.17438
H -13.09897 -3.32200 -4.93854
C -5.24109 3.49399 6.44084
Br -4.68430 4.94496 5.28435
Br -6.60068 2.39094 5.61077
Br -3.73523 2.44187 7.04970
H -5.68979 3.94294 7.31859
C -16.74151 0.71943 -1.22577
Br -16.63798 2.14841 -2.52565
Br -15.07535 0.49612 -0.26906
Br -18.23709 0.95154 -0.02118
H -16.91866 -0.19790 -1.77603
C 11.93911 -2.62386 7.36642
Br 11.96143 -0.95751 8.34984
Br 10.52140 -3.79012 7.97847
Br 11.84729 -2.32960 5.45670
H 12.87638 -3.12796 7.56805
C -4.41350 3.42815 -5.73676
Br -4.59033 4.41799 -4.08535
Br -3.66674 4.51712 -7.15125
Br -3.41074 1.79111 -5.48632
H -5.41332 3.14508 -6.04607
C -20.55654 -1.87643 -1.96003
Br -19.48999 -0.99714 -3.31349
Br -22.05601 -2.82354 -2.73305
Br -19.47839 -3.02795 -0.83936
H -20.96305 -1.10066 -1.32217
C 6.41972 -7.51317 -5.40862
Br 7.27506 -5.77787 -5.33644
Br 7.61692 -8.87468 -6.08575
Br 5.66321 -8.00916 -3.69912
H 5.59837 -7.43392 -6.11020
C -5.01867 -7.22553 -0.84309
Br -5.46923 -5.95676 0.54698
Br -5.23151 -9.05255 -0.24253
Br -6.00541 -6.88563 -2.47246
H -3.96811 -7.08588 -1.07293
C 7.61572 5.95115 -8.08191
Br 7.83305 7.86487 -8.26794
Br 5.74942 5.44264 -8.02777
Br 8.58390 4.98249 -9.44860
H 8.04935 5.67294 -7.12807

129
Properties=species:S:1:pos:R:3 method="wB97M-V/def2-TZVPD" total_charge=-1 gap_ha="0.177 / 0.209" multiplicity=9
Cr -1.88762 1.60225 -0.70300
Cr 1.41719 1.35006 -2.51889
C 3.50751 4.81973 -1.21002
C 2.78818 4.59721 -2.55037
C 3.75856 5.09759 -3.73978
O 2.14556 3.37801 -2.61364
H 4.50036 4.37019 -1.19409
H 2.82790 4.60531 -0.38523
H 3.60528 5.90215 -1.12683
H 1.94485 5.27978 -2.65523
H 4.59315 4.40548 -3.85174
H 4.19287 6.05986 -3.46865
H 3.28560 5.29644 -4.70149
C -0.89582 4.60468 1.98655
C -1.14749 4.96405 0.51675
C -0.18942 5.97033 -0.08078
O -1.34977 3.83143 -0.34381
H -0.03124 3.96709 2.17113
H -1.80734 4.19955 2.42598
H -0.58127 5.50160 2.52011
H -2.02871 5.60060 0.59656
H -0.34426 6.98082 0.29743
H -0.39823 6.06960 -1.14597
H 0.87702 5.76761 0.01771
C -1.79370 -2.85626 -0.87639
C -2.57005 -1.78250 -1.70946
C -4.07523 -2.09964 -1.64908
O -2.12836 -0.44451 -1.47820
H -0.72057 -2.74147 -1.02907
H -2.12845 -3.85910 -1.14164
H -1.74955 -2.79415 0.21094
H -2.23019 -2.09733 -2.69611
H -4.18271 -3.15599 -1.89542
H -4.56426 -1.67744 -2.52697
H -4.54908 -1.95653 -0.67796
C -0.85352 4.37569 -4.18912
C -1.46803 3.02700 -3.75344
C -2.01993 2.22077 -4.95098
O -0.60628 2.31203 -2.89398
H 0.18724 4.21951 -4.47289
H -0.75651 5.04071 -3.33097
H -1.54916 4.73451 -4.94769
H -2.34135 3.34044 -3.18147
H -1.22443 2.01150 -5.66617
H -2.72083 2.81053 -5.54175
H -2.47151 1.28461 -4.62268
C 0.59568 -0.49262 1.39593
C 0.74097 1.01569 0.96423
C 2.05598 1.63647 1.46869
O 0.54638 1.22198 -0.40834
H 1.57996 -0.95902 1.43797
H 0.16967 -1.22140 0.70638
H -0.00099 -0.65696 2.29319
H 0.05540 1.62975 1.54819
H 2.27379 1.48572 2.52602
H 2.10932 2.70947 1.28450
H 2.95784 1.27586 0.97400
C 4.53179 0.62888 -1.97561
O 3.21924 0.20302 -2.24452
C 3.02626 -1.19380 -2.40301
C 1.52678 -1.61112 -2.36583
N 0.61476 -0.69966 -3.00314
C 0.47265 -0.98380 -4.45882
C 1.66334 -0.29395 -5.18697
O 1.86024 0.98803 -4.59551
C 2.70582 1.82192 -5.44296
H 4.38304 1.65171 -1.62950
H 5.14787 0.64517 -2.87465
H 5.00255 0.11107 -1.13993
H 3.58783 -1.83492 -1.72355
H 3.50520 -1.44565 -3.34921
H 1.37578 -1.81847 -1.30645
H 1.39526 -2.59549 -2.81507
H -0.30349 -0.74050 -2.58452
H -0.38460 -0.40477 -4.80227
H 0.23287 -2.01832 -4.70453
H 1.30002 -0.34260 -6.21348
H 2.53396 -0.91861 -4.98717
H 2.49828 2.87905 -5.27714
H 2.53399 1.81900 -6.51933
H 3.74859 1.61069 -5.20606
C 2.80232 -10.08190 7.48508
O 2.44617 -9.30537 6.32082
C 1.29977 -8.57846 6.56471
C 0.74791 -7.81500 5.38876
N 1.50076 -6.71241 4.80682
C 0.68149 -5.99441 3.88865
C 1.49202 -4.77502 3.33066
O 0.70568 -3.82117 2.64320
C -0.20002 -3.02250 3.35093
H 3.77048 -10.56976 7.37212
H 1.96694 -10.70483 7.80475
H 2.98095 -9.43629 8.34495
H 1.57657 -7.93728 7.40159
H 0.50220 -9.29359 6.76614
H -0.31032 -7.64379 5.58611
H 0.57856 -8.59897 4.65065
H 2.37175 -6.96960 4.36485
H -0.24253 -5.63068 4.33808
H 0.44631 -6.59585 3.01055
H 2.37624 -5.06961 2.76544
H 1.93535 -4.30487 4.20845
H 0.26412 -2.13742 3.78601
H -0.89478 -3.43749 4.08112
H -0.94283 -2.68668 2.62735
C -4.79749 1.84284 -2.31016
O -3.98458 2.07775 -1.16311
C -4.70592 1.94297 0.05235
C -3.80791 2.34384 1.21846
N -2.60901 1.52930 1.31329
C -2.94018 0.25513 1.93122
C -2.72189 0.22612 3.44607
O -2.47588 1.51530 4.07528
C -1.26319 1.77755 4.66775
H -5.02677 0.77809 -2.26710
H -4.16192 1.96708 -3.18692
H -5.74348 2.37629 -2.21720
H -5.03464 0.90850 0.15189
H -5.62459 2.52959 0.04618
H -4.45253 2.20170 2.08585
H -3.43667 3.36866 1.22412
H -1.94173 1.88401 1.98337
H -2.37792 -0.59218 1.53873
H -3.90569 -0.17592 1.66650
H -1.88983 -0.41727 3.73210
H -3.68167 -0.04966 3.88298
H -1.10010 1.12434 5.52498
H -1.26904 2.75739 5.14522
H -0.43090 1.71591 3.96663

21
Properties=species:S:1:pos:R:3 method="wB97M-V/def2-TZVPD" e_above_lowest_kj_mol=269.4 total_charge=+1 gap_ha=0.393
O -2.95778 -0.20080 0.02695
C -2.24361 0.29056 -0.83385
C -1.28491 -0.55517 -1.69269
N -0.67855 -1.62395 -0.84510
H -2.18485 1.36320 -1.15930
H -1.86260 -1.06945 -2.48153
H -0.50995 0.08684 -2.11917
H -0.34051 -2.42702 -1.38548
H 0.07292 -1.30796 -0.16262
H -1.38385 -2.02114 -0.27986
C 1.52008 0.01914 1.65434
O 1.32442 -1.22509 0.94195
C 1.46436 1.29354 0.88898
N 0.27809 1.38848 -0.00601
H 0.70083 0.00740 2.43083
H 2.40232 -0.03636 2.30529
H 2.06043 -1.28409 0.33172
H 1.59758 2.13178 1.64920
H 2.39528 1.50711 0.32582
H 0.15489 2.39170 -0.23519
H -0.52460 1.27128 0.64570

8
Properties=species:S:1:pos:R:3 method="wB97M-V/def2-TZVPD" e_above_lowest_kj_mol=256.5 gap_ha="0.266 / 0.235"
C -0.09455 1.33332 0.36481
C -0.73684 0.24404 -0.12435
P 0.19169 -1.18275 -0.80103
Br 1.08613 -3.91926 -0.11313
H 0.92302 1.52591 0.73319
H -0.71904 2.19786 0.44799
H -1.85180 0.47571 -0.52547
H 1.20140 -0.67483 0.01799

22
Properties=species:S:1:pos:R:3 method="wB97M-V/def2-TZVPD" e_above_lowest_kj_mol=153.4 gap_ha=0.317 smiles=CCN(C)C(C)C
C 0.20761 -1.24810 2.27505
C -0.40018 -1.36121 0.81241
N 0.09165 -0.43725 -0.16421
C 1.46228 -0.59649 -0.56923
C -0.60298 0.82444 -0.35333
C 0.26096 2.04380 -0.45437
C -1.38663 0.65097 -1.73097
H 0.95897 -2.03002 2.32801
H 0.63929 -0.25485 2.44544
H -0.60138 -1.45486 2.98961
H -0.12999 -2.35727 0.45341
H -1.46897 -1.31493 0.97811
H 1.81916 0.13108 -1.28308
H 2.17489 -0.48204 0.28563
H 1.60560 -1.60539 -0.99232
H -1.37329 0.89926 0.40825
H 1.04688 1.99863 0.33532
H 0.95449 2.07490 -1.30548
H -0.38800 2.92247 -0.41361
H -0.62841 0.31710 -2.44448
H -2.12262 -0.15699 -1.64211
H -2.11932 1.43675 -1.95806

Number 1: calculated total energy -300.39449 a.u.. Number 2: calculated total energy -179987.95995 a.u.. Number 3: calculated total energy -4385.92352 a.u.. Number 4: calculated total energy -419.92280 a.u.. Number 5: calculated total energy -2993.85679 a.u.. Number 6: calculated total energy -292.31060 a.u..